# C64H144F2NO4P4S2

A 5-piece molecular cluster, C64H144F2NO4P4S2 overall at a distorted geometry (wB97M-V/def2-TZVPD, the Open Molecules 2025 dataset).

Structure (XYZ):
```
221
Properties=species:S:1:pos:R:3:mulliken_charge:R:1
C 4.570 -7.938 -4.531 -1.28
C 4.854 -6.799 -3.506 -0.49
C 3.588 -6.275 -2.805 -0.54
C 3.959 -5.264 -1.756 -1.30
P 2.561 -4.685 -0.755 0.43
C 1.473 -3.821 -1.874 -0.21
C 2.166 -2.816 -2.820 -0.59
C 1.229 -2.420 -3.979 -0.89
C -0.008 -1.652 -3.502 0.04
C 3.132 -3.499 0.489 -0.16
C 4.090 -3.965 1.624 -1.05
C 4.011 -3.177 2.908 -0.73
C 2.636 -3.077 3.555 -0.22
C 1.687 -6.043 0.064 -1.28
C 0.545 -5.706 0.996 0.05
C 0.419 -6.778 2.067 -0.63
C -0.446 -6.241 3.204 -1.19
H 5.490 -8.131 -5.123 0.36
H 3.792 -7.620 -5.203 0.35
H 4.184 -8.805 -3.996 0.34
H 5.344 -5.927 -3.947 0.38
H 5.511 -7.138 -2.674 0.32
H 3.102 -7.112 -2.295 0.30
H 2.903 -5.885 -3.542 0.28
H 4.384 -4.380 -2.244 0.67
H 4.751 -5.762 -1.152 0.73
H 0.779 -3.260 -1.219 -0.71
H 0.829 -4.550 -2.425 0.86
H 3.098 -3.178 -3.264 0.57
H 2.400 -1.947 -2.204 0.30
H 0.992 -3.363 -4.510 0.55
H 1.690 -1.782 -4.733 0.03
H 0.306 -0.731 -3.000 -0.55
H -0.654 -2.125 -2.760 0.01
H -0.686 -1.336 -4.301 0.35
H 2.211 -3.032 0.840 -0.11
H 3.614 -2.727 -0.152 0.78
H 5.094 -3.928 1.172 0.37
H 4.048 -5.040 1.857 0.51
H 4.375 -2.168 2.774 0.22
H 4.733 -3.622 3.591 0.45
H 2.307 -4.038 3.932 0.40
H 1.838 -2.693 2.893 -0.07
H 2.739 -2.323 4.336 -0.09
H 2.437 -6.670 0.566 0.67
H 1.314 -6.670 -0.766 0.71
H -0.397 -5.609 0.465 0.37
H 0.639 -4.728 1.479 -0.01
H 1.415 -7.067 2.412 0.40
H -0.013 -7.740 1.777 0.35
H -1.505 -6.135 2.918 0.28
H -0.069 -5.318 3.658 0.21
H -0.449 -7.006 4.010 0.42
C -2.453 5.707 -4.938 -1.59
C -1.238 4.802 -4.977 -0.20
C -1.308 3.831 -3.826 0.56
C -0.147 2.893 -3.770 0.05
P 1.535 3.493 -3.364 0.99
C 2.211 4.554 -4.580 -1.22
C 3.694 4.894 -4.319 -0.96
C 4.141 6.008 -5.307 -0.62
C 5.629 6.276 -5.365 -1.35
C 1.668 4.359 -1.817 -0.64
C 1.303 5.853 -1.784 -0.37
C 1.156 6.284 -0.262 -0.84
C -0.060 5.668 0.444 -0.84
C 2.609 2.073 -3.208 -0.63
C 2.809 1.246 -4.505 -0.93
C 3.840 0.069 -4.403 0.01
C 4.129 -0.392 -5.851 -1.45
H -2.323 6.362 -4.077 0.38
H -3.401 5.152 -4.914 0.30
H -2.439 6.295 -5.860 0.45
H -0.343 5.436 -4.928 -0.09
H -1.063 4.329 -5.965 0.51
H -2.230 3.253 -3.746 -0.50
H -1.270 4.451 -2.921 0.26
H -0.009 2.288 -4.684 0.78
H -0.392 2.262 -2.903 -1.01
H 1.684 5.519 -4.631 0.57
H 2.143 4.132 -5.570 0.81
H 4.345 4.025 -4.341 0.42
H 3.831 5.150 -3.281 0.47
H 3.495 6.832 -5.052 0.42
H 3.867 5.772 -6.343 0.33
H 6.071 6.521 -4.387 0.32
H 5.879 7.115 -6.034 0.39
H 6.136 5.347 -5.696 0.32
H 2.741 4.252 -1.549 0.90
H 1.111 3.766 -1.078 -0.32
H 0.350 6.081 -2.273 0.13
H 2.061 6.468 -2.288 0.38
H 1.132 7.357 -0.246 0.47
H 2.064 5.991 0.282 0.33
H -0.124 4.583 0.382 0.07
H -0.989 6.101 0.069 0.28
H -0.001 5.843 1.545 0.42
H 2.095 1.458 -2.451 -0.01
H 3.557 2.338 -2.739 0.96
H 3.157 1.978 -5.252 0.34
H 1.879 0.852 -4.922 0.34
H 3.423 -0.784 -3.866 -0.27
H 4.741 0.466 -3.938 0.60
H 4.519 0.405 -6.499 0.41
H 3.172 -0.750 -6.242 0.30
H 4.796 -1.257 -5.821 0.40
C -3.330 3.299 0.089 0.27
C -4.641 2.759 -0.514 -1.11
C -4.319 1.766 -1.699 0.98
C -5.537 0.964 -2.262 -1.23
P -5.182 -0.538 -3.233 1.32
C -3.759 -0.302 -4.335 -0.23
C -4.096 0.586 -5.539 -1.06
C -2.849 0.958 -6.342 0.21
C -3.175 1.892 -7.500 -1.52
C -4.967 -2.013 -2.231 -1.59
C -3.826 -2.112 -1.220 1.00
C -3.858 -3.375 -0.379 -0.98
C -2.703 -3.327 0.606 -0.26
C -6.596 -0.845 -4.262 -1.30
C -6.492 -2.077 -5.109 -0.35
C -7.629 -2.294 -6.080 -0.73
C -7.777 -1.200 -7.106 -1.11
H -2.705 3.700 -0.734 -0.28
H -2.775 2.589 0.684 -0.53
H -3.528 4.148 0.758 0.59
H -5.297 3.578 -0.884 0.32
H -5.203 2.257 0.276 0.45
H -3.574 1.017 -1.357 -0.31
H -3.862 2.310 -2.544 -0.21
H -6.115 1.665 -2.861 0.68
H -6.193 0.612 -1.470 0.51
H -3.433 -1.254 -4.755 0.98
H -2.895 0.120 -3.797 -0.37
H -4.587 1.498 -5.149 0.39
H -4.815 0.061 -6.143 0.32
H -2.297 0.042 -6.591 0.45
H -2.154 1.406 -5.634 -0.24
H -3.924 1.425 -8.139 0.43
H -2.263 2.089 -8.084 0.41
H -3.534 2.868 -7.171 0.29
H -4.880 -2.885 -2.885 0.64
H -5.885 -2.120 -1.656 0.50
H -3.944 -1.242 -0.557 0.16
H -2.862 -2.003 -1.713 -0.54
H -3.781 -4.226 -1.060 0.44
H -4.823 -3.464 0.083 0.43
H -1.704 -3.323 0.157 -0.33
H -2.692 -4.241 1.206 0.41
H -2.740 -2.409 1.186 0.20
H -6.931 0.063 -4.799 0.38
H -7.434 -0.954 -3.566 0.63
H -6.420 -2.896 -4.386 0.23
H -5.534 -2.050 -5.666 0.22
H -8.546 -2.497 -5.546 0.40
H -7.412 -3.223 -6.624 0.37
H -8.720 -1.291 -7.673 0.39
H -6.949 -1.145 -7.811 0.28
H -7.905 -0.244 -6.588 0.27
C -1.911 3.594 10.674 -1.20
C -1.777 2.081 10.686 -0.77
C -1.518 1.421 9.377 -0.41
C -0.286 2.033 8.687 -1.37
P 0.568 1.050 7.493 0.83
C 1.730 -0.050 8.376 -0.92
C 1.245 -0.834 9.531 -0.45
C 2.288 -1.763 10.157 -0.56
C 1.727 -2.622 11.309 -1.32
C 1.429 2.170 6.340 -1.42
C 2.339 1.421 5.235 0.14
C 3.791 1.389 5.644 -0.67
C 4.622 0.560 4.668 -1.08
C -0.651 0.141 6.508 -1.19
C -1.803 0.935 5.844 -0.96
C -1.469 1.213 4.365 0.30
C -2.444 2.239 3.692 -1.17
H -2.190 3.919 11.670 0.41
H -2.682 3.846 9.924 0.29
H -0.995 4.060 10.331 0.30
H -2.653 1.609 11.171 0.47
H -0.979 1.867 11.447 0.25
H -2.406 1.482 8.764 0.42
H -1.402 0.331 9.546 0.27
H 0.527 2.335 9.371 0.69
H -0.600 2.946 8.152 0.71
H 2.533 0.634 8.625 0.64
H 2.121 -0.760 7.634 0.32
H 0.323 -1.418 9.298 0.33
H 0.903 -0.135 10.298 0.21
H 3.145 -1.139 10.459 0.38
H 2.761 -2.409 9.413 0.41
H 2.535 -3.227 11.689 0.41
H 0.956 -3.249 10.893 0.34
H 1.288 -1.983 12.081 0.33
H 2.083 2.797 6.945 0.90
H 0.788 2.856 5.824 0.52
H 2.229 1.872 4.229 0.20
H 1.904 0.440 5.024 0.07
H 3.967 0.974 6.645 0.19
H 4.127 2.450 5.703 0.38
H 4.427 -0.516 4.810 0.22
H 5.665 0.779 4.900 0.49
H 4.387 0.878 3.646 0.13
H -1.083 -0.631 7.134 0.72
H -0.192 -0.469 5.714 0.54
H -1.986 1.851 6.415 0.41
H -2.741 0.358 5.991 0.43
H -1.491 0.206 3.945 0.24
H -0.443 1.583 4.262 -0.16
H -3.425 1.831 3.817 0.41
H -2.325 2.224 2.597 -0.01
H -2.250 3.247 4.069 0.43
N 0.729 1.140 0.273 -0.39
S -0.455 0.066 -0.044 0.79
O -1.646 0.181 0.672 -0.58
O 0.032 -1.229 -0.299 -0.09
F -0.760 0.714 -1.373 -0.37
S 2.135 1.218 0.986 1.07
O 2.845 -0.003 1.266 -0.43
O 2.195 2.342 1.876 -0.71
F 3.073 1.723 -0.272 -0.37
```

Computed properties:
2S+1 = 1
energy above the lowest of the compared OMol25 structures with the same formula, charge and spin = 6.2 kcal/mol
orbital gap = 10.456 eV
highest occupied orbital energy = -15.20 eV
total charge = +3

=====

# C64H153N11O11

A 11-piece molecular cluster, C64H153N11O11 overall at a distorted geometry (wB97M-V/def2-TZVPD, the Open Molecules 2025 dataset).

Structure (XYZ):
```
239
Properties=species:S:1:pos:R:3:mulliken_charge:R:1
C 6.251 -0.542 -3.760 -1.80
C 4.975 -1.368 -3.603 1.45
C 4.784 -1.908 -2.152 -1.49
C 3.403 -2.467 -2.009 0.53
C 2.245 -1.508 -2.373 0.49
C 2.344 -1.042 -3.780 0.94
N 3.776 -0.566 -3.865 1.40
O 3.898 -0.086 -5.150 -0.67
C 1.891 -2.093 -4.781 -2.05
C 1.508 0.152 -3.949 -0.68
C 5.192 -2.590 -4.482 -1.96
H 7.043 -1.122 -3.329 0.55
H 6.260 0.382 -3.111 0.17
H 6.567 -0.351 -4.792 0.29
H 5.362 -2.792 -1.878 0.49
H 4.983 -1.156 -1.391 0.02
H 3.303 -3.017 -1.029 -0.54
H 3.242 -3.410 -2.621 0.23
H 2.272 -0.713 -1.615 -0.53
H 1.257 -1.947 -2.231 0.33
H 0.780 -2.158 -4.746 0.15
H 2.225 -1.776 -5.739 0.57
H 2.289 -3.100 -4.554 0.32
H 1.761 0.994 -3.256 -0.76
H 1.651 0.479 -5.015 1.15
H 0.473 -0.045 -3.671 -0.01
H 4.393 -3.411 -4.354 0.17
H 6.141 -3.095 -4.247 0.46
H 5.210 -2.323 -5.527 0.44
H 3.903 0.866 -5.055 0.32
C 0.506 -3.914 0.171 -1.02
C 1.328 -5.203 0.526 2.23
C 1.286 -6.170 -0.656 -0.80
C 2.333 -7.312 -0.547 -1.00
C 3.758 -6.787 -0.201 -1.29
C 3.763 -5.798 0.960 1.27
N 2.713 -4.724 0.713 0.42
O 2.833 -3.835 1.768 0.37
C 3.738 -6.414 2.392 -1.44
C 5.174 -5.082 0.987 -1.73
C 0.837 -5.826 1.799 -1.63
H 0.194 -3.507 1.119 -0.31
H -0.376 -3.993 -0.457 0.56
H 1.064 -3.192 -0.476 -0.70
H 0.228 -6.463 -0.748 0.46
H 1.573 -5.520 -1.552 0.17
H 2.446 -7.851 -1.524 0.47
H 2.021 -8.117 0.130 0.33
H 4.153 -6.237 -1.011 0.42
H 4.496 -7.595 -0.043 0.36
H 3.554 -5.606 3.120 -0.01
H 2.919 -7.153 2.430 0.32
H 4.624 -6.962 2.512 0.67
H 5.976 -5.810 1.069 0.49
H 5.379 -4.436 0.165 0.16
H 5.165 -4.432 1.832 0.38
H 1.140 -6.820 1.896 0.49
H -0.244 -5.794 1.869 0.23
H 1.124 -5.256 2.693 0.02
H 3.124 -3.001 1.329 -0.07
C 1.822 -2.664 5.227 -0.99
C 2.334 -1.276 4.847 1.81
C 3.837 -1.400 4.728 -1.02
C 4.393 -0.197 4.113 -1.19
C 3.796 0.015 2.720 -0.66
C 2.273 0.141 2.744 1.75
N 1.761 -1.029 3.478 0.40
O 0.354 -0.840 3.686 2.01
C 1.909 1.500 3.440 -0.86
C 1.768 0.062 1.268 0.37
C 1.934 -0.344 6.053 -1.67
H 2.523 -3.151 5.939 0.60
H 1.638 -3.349 4.402 -0.57
H 0.804 -2.679 5.700 0.09
H 4.224 -1.564 5.771 0.55
H 4.193 -2.288 4.170 -0.11
H 5.471 -0.248 4.055 0.55
H 4.316 0.658 4.775 0.42
H 4.161 -0.863 2.120 -0.17
H 4.281 0.908 2.293 0.43
H 2.413 1.717 4.388 0.40
H 2.219 2.279 2.646 0.14
H 0.842 1.638 3.708 -0.53
H 0.738 -0.170 1.227 -0.12
H 1.895 1.031 0.761 -1.16
H 2.131 -0.728 0.619 -0.12
H 1.782 -0.978 6.940 0.46
H 1.029 0.072 5.753 0.11
H 2.606 0.478 6.152 0.36
H 0.040 -1.634 3.261 -0.83
C 5.719 3.233 -2.861 -2.26
C 4.470 3.337 -1.955 2.69
C 4.855 4.100 -0.702 -1.56
C 3.750 4.504 0.206 0.62
C 2.952 5.495 -0.727 -1.60
C 2.358 4.789 -1.963 1.95
N 3.514 4.195 -2.669 0.01
O 3.051 3.517 -3.790 -0.20
C 1.270 3.736 -1.567 0.56
C 1.549 5.715 -2.924 -1.64
C 3.988 1.927 -1.602 -0.16
H 5.934 4.238 -3.183 0.55
H 5.517 2.558 -3.643 0.41
H 6.617 2.892 -2.218 0.34
H 5.574 3.489 -0.043 0.39
H 5.407 5.004 -0.974 0.34
H 4.094 4.864 1.157 0.45
H 3.044 3.669 0.481 -0.63
H 3.629 6.268 -1.042 0.42
H 2.102 5.949 -0.169 0.28
H 1.184 3.017 -2.350 -0.41
H 1.395 3.379 -0.572 -0.65
H 0.334 4.303 -1.503 0.10
H 2.114 6.569 -3.284 0.49
H 1.106 5.261 -3.774 0.05
H 0.695 6.148 -2.298 0.20
H 3.388 1.861 -0.681 -0.87
H 4.774 1.131 -1.533 0.55
H 3.367 1.545 -2.405 -0.71
H 3.522 3.988 -4.517 0.34
C -5.176 1.908 2.362 -1.10
C -5.886 1.186 1.219 0.31
C -6.040 2.208 0.130 -0.95
O -6.470 3.478 0.614 -0.30
C -6.756 4.406 -0.399 -0.50
N -5.230 -0.011 0.700 -0.46
H -4.269 2.435 1.985 0.11
H -4.854 1.242 3.170 0.28
H -5.766 2.685 2.830 0.58
H -6.859 0.752 1.468 0.47
H -6.742 1.884 -0.577 0.62
H -5.114 2.276 -0.446 0.19
H -7.556 5.070 -0.086 0.26
H -7.227 3.893 -1.266 0.34
H -5.886 4.898 -0.763 0.03
H -5.227 -0.711 1.460 0.26
H -4.185 0.188 0.626 0.07
C -2.054 3.786 -4.459 -1.09
C -1.184 2.605 -4.625 2.15
C -1.950 1.729 -5.684 -0.91
O -3.339 1.578 -5.305 -0.38
C -3.835 0.308 -5.812 -0.80
N 0.106 2.884 -5.219 -0.46
H -2.209 4.343 -5.419 0.43
H -1.604 4.563 -3.714 -0.10
H -3.066 3.516 -4.157 0.43
H -1.018 2.044 -3.722 -1.04
H -1.326 0.780 -5.840 0.14
H -1.773 2.252 -6.665 0.39
H -4.888 0.283 -5.567 0.29
H -3.399 -0.572 -5.390 0.18
H -3.715 0.228 -6.893 0.43
H 0.444 3.811 -5.219 0.23
H 0.809 2.207 -5.017 0.08
C -3.124 0.994 6.406 -1.66
C -2.770 1.885 5.205 0.53
C -1.705 2.927 5.531 -0.82
O -1.715 3.838 4.489 -0.08
C -0.568 4.641 4.291 -0.31
N -2.279 1.060 4.080 0.61
H -3.475 1.539 7.253 0.51
H -2.246 0.379 6.677 0.16
H -3.932 0.302 6.160 0.33
H -3.634 2.441 4.837 0.33
H -0.710 2.505 5.593 0.34
H -2.017 3.442 6.409 0.43
H -0.088 4.942 5.267 0.40
H -0.998 5.607 3.692 0.04
H 0.180 3.984 3.756 -0.07
H -2.183 1.649 3.281 -0.29
H -1.361 0.731 4.330 -0.65
C -3.937 -5.142 2.862 -1.94
C -3.418 -3.834 3.404 0.97
C -1.984 -4.019 3.860 -0.17
O -1.450 -2.759 4.302 0.47
C -1.822 -2.350 5.604 -0.69
N -3.583 -2.718 2.489 -0.13
H -4.927 -4.954 2.491 0.47
H -4.093 -5.829 3.695 0.52
H -3.400 -5.593 2.077 0.21
H -4.039 -3.600 4.339 0.30
H -1.421 -4.305 2.962 -0.78
H -1.841 -4.843 4.576 0.46
H -2.143 -3.187 6.289 0.37
H -2.723 -1.662 5.579 -0.15
H -0.980 -1.736 5.978 0.17
H -3.114 -2.858 1.615 -0.27
H -3.099 -1.889 2.833 0.07
C -4.441 -4.610 -4.881 -1.59
C -4.226 -3.284 -4.073 0.59
C -4.786 -3.412 -2.697 -0.37
O -3.964 -4.296 -1.891 -0.40
C -4.502 -4.385 -0.550 -0.53
N -2.796 -2.949 -3.980 -0.37
H -4.063 -4.586 -5.943 0.39
H -5.542 -4.880 -4.916 0.36
H -3.840 -5.386 -4.516 0.38
H -4.805 -2.500 -4.610 0.10
H -5.821 -3.811 -2.825 0.50
H -4.817 -2.303 -2.386 0.04
H -4.540 -3.403 -0.036 0.12
H -3.765 -5.001 -0.044 0.10
H -5.483 -4.833 -0.542 0.37
H -2.331 -3.421 -3.212 0.06
H -2.241 -2.896 -4.818 0.20
C -1.823 -1.474 -0.813 0.78
C -2.283 -0.092 -1.413 0.50
C -1.447 1.125 -0.969 0.04
O -1.713 1.459 0.353 0.56
C -1.011 2.573 0.775 2.48
N -2.283 -0.240 -2.843 0.48
H -1.306 -1.352 0.131 -0.25
H -1.226 -1.914 -1.590 -0.01
H -2.645 -2.122 -0.652 -0.17
H -3.240 0.088 -0.963 -0.64
H -1.679 2.023 -1.553 -0.06
H -0.373 0.898 -1.066 -0.55
H 0.045 2.297 1.015 -1.01
H -1.445 2.966 1.692 -0.68
H -1.008 3.438 0.102 -1.35
H -2.809 -1.075 -3.087 -0.17
H -2.601 0.605 -3.359 -0.06
C -2.744 5.287 -1.368 -0.74
C -2.328 6.309 -0.304 -0.17
C -3.131 6.084 1.000 -0.21
O -2.672 6.987 1.918 -0.36
C -3.554 7.112 2.982 -0.53
N -0.811 6.381 -0.080 -0.36
H -2.442 4.313 -1.071 -0.32
H -2.167 5.571 -2.241 0.18
H -3.813 5.249 -1.632 0.59
H -2.639 7.262 -0.775 0.56
H -3.015 4.989 1.325 -0.11
H -4.286 6.202 0.736 0.40
H -4.590 6.862 2.707 0.30
H -3.445 8.071 3.401 0.33
H -3.370 6.367 3.852 0.07
H -0.773 7.158 0.561 0.46
H -0.536 5.581 0.541 -0.05
```

Computed properties:
2S+1 = 1
energy above the lowest of the compared OMol25 structures with the same formula, charge and spin = 84.7 kcal/mol
orbital gap = 8.968 eV
highest occupied orbital energy = -8.35 eV
total charge = 0